[1]
Below is C11H36AlBr2Cl3N5O3P4 as an isolated structure, with properties calculated with ωB97M-V/def2-TZVPD.

Last column: Löwdin charge in e.
Geometry (Å):
N 5.0069 4.3679 0.8436  -0.244
P 3.5067 3.8778 1.2196  0.109
P 3.2529 1.6974 0.8728  0.580
C 4.8514 0.8850 1.5826  -0.464
N 5.2904 -0.1660 0.5424  -0.078
P 1.4594 1.0584 1.9331  0.404
O 0.2991 0.6697 0.6515  -0.471
Cl 1.7213 -0.7670 2.9854  0.176
H 4.9194 5.1161 0.1126  -0.034
H 2.4854 4.6282 0.4939  -0.397
H 3.2707 4.0885 2.6250  0.012
H 5.7056 1.6866 1.7778  0.105
H 4.6691 0.3356 2.6097  0.096
H 5.5172 0.3076 -0.3618  0.017
H 6.1119 -0.7103 0.8856  0.093
H 0.5640 1.3243 -0.0820  0.041
Al 2.4991 4.8096 -1.1971  0.922
O -1.9780 -0.7051 -3.4551  -0.165
P -2.6628 -2.0395 -3.0708  0.850
N -3.9884 -1.2188 -2.3980  -0.183
C -4.6518 -1.3942 -1.1236  -0.054
C -4.9785 -0.8017 -3.3942  -0.042
N -1.4202 -2.4012 -1.9251  -0.203
C -1.4294 -1.8648 -0.5682  -0.130
C -0.0585 -2.1857 -2.4504  -0.069
N -3.4502 -3.5735 -2.6290  -0.264
C -3.3385 -4.3071 -1.3713  -0.086
C -3.1915 -4.5301 -3.7174  -0.095
H -5.3281 -2.2552 -1.1229  0.124
H -5.2552 -0.5121 -0.8740  0.125
H -3.9640 -1.4815 -0.2905  0.073
H -5.5975 -1.6487 -3.7045  0.124
H -4.4885 -0.3953 -4.2846  0.103
H -5.6318 -0.0071 -3.0151  0.119
H -1.5679 -0.7829 -0.5628  0.103
H -0.4976 -2.0898 -0.0408  0.091
H -2.1926 -2.3278 0.0509  0.025
H 0.2393 -1.1262 -2.4194  0.105
H 0.0165 -2.5264 -3.4880  0.097
H 0.6768 -2.7596 -1.8777  0.118
H -2.3272 -4.6837 -1.1842  0.108
H -4.0079 -5.1759 -1.3809  0.130
H -3.6652 -3.7258 -0.5113  0.059
H -2.1405 -4.8425 -3.7305  0.106
H -3.4168 -4.0718 -4.6872  0.099
H -3.8300 -5.4224 -3.6374  0.112
Cl 2.6807 5.8692 1.5550  0.644
C 2.0607 7.0714 2.7144  -0.484
C 2.8693 8.3582 2.6955  -0.633
Cl 4.5115 8.1312 3.3480  0.597
H 2.0559 6.6129 3.7080  0.100
H 1.0247 7.2792 2.4307  0.099
H 2.3823 9.1128 3.3201  0.093
H 2.9603 8.7623 1.6824  0.079
Br -1.9590 -5.1391 2.1167  0.630
C -1.9271 -4.2378 3.8458  -0.660
C -2.6538 -2.9142 3.7863  -0.653
Br -1.5701 -1.5527 2.9056  0.630
H -0.8774 -4.1439 4.1378  0.062
H -2.4307 -4.9234 4.5330  0.074
H -2.8329 -2.5272 4.7932  0.072
H -3.6037 -2.9645 3.2467  0.055
O 6.4574 1.3709 -1.7857  -0.069
H 6.4634 2.2872 -2.1010  0.052
H 7.3837 1.1940 -1.5627  0.066

Values from the calculation:
**E_tot**: -9075.2075 Ha
**Charge**: +3



[2]
Below is C23H14Cl3InNO3S2 as an isolated structure, with properties calculated with ωB97M-V/def2-TZVPD.

Last column: Löwdin charge in e.
Geometry (Å):
In -0.2310 0.3038 -0.2077  0.346
Cl 4.2513 -0.3495 5.8376  0.624
C 3.4931 -0.1802 4.2800  -0.692
C 2.1127 -0.1426 4.1900  -0.142
C 1.5313 -0.0108 2.9440  -0.548
Cl -0.2018 0.0365 2.8288  0.744
C 2.2603 0.0887 1.7408  -0.468
O 1.7447 0.2093 0.5690  -0.194
C 3.6650 0.0461 1.9153  -0.576
Cl 4.6561 0.1752 0.4990  0.707
C 4.2779 -0.0838 3.1452  -0.149
H 1.4940 -0.2136 5.0708  0.102
H 5.3553 -0.1076 3.2111  0.100
O -0.0349 0.5607 -4.3546  0.038
C 0.1150 0.9942 -3.2216  -0.569
O 0.2885 0.2029 -2.2112  -0.136
C 0.1585 2.5087 -3.0304  -0.124
C 0.4147 3.1961 -4.2229  -0.043
C 0.5240 4.5686 -4.2952  -0.104
C 0.3590 5.3089 -3.1330  -0.109
C 0.0951 4.6585 -1.9487  -0.164
C -0.0096 3.2607 -1.8557  -0.572
S -0.3995 2.7555 -0.2033  0.626
H 0.5240 2.5882 -5.1090  0.108
H 0.7324 5.0526 -5.2405  0.090
H 0.4338 6.3893 -3.1457  0.094
H -0.0405 5.2321 -1.0410  0.080
C 2.1076 -2.1797 -1.1905  -0.018
C 0.8647 -2.8291 -0.6872  -0.271
C 0.8481 -4.2459 -0.6193  -0.012
C -0.2597 -4.8882 -0.1739  -0.007
C -1.4042 -4.1427 0.1831  -0.161
C -2.5891 -4.7805 0.6079  -0.058
C -3.6846 -4.0262 0.9129  -0.093
C -3.6335 -2.6328 0.7955  -0.129
C -2.4991 -1.9632 0.3827  -0.601
S -2.5827 -0.2272 0.2295  0.638
C -1.3316 -2.7353 0.0799  -0.206
N -0.1804 -2.1136 -0.3201  0.106
H 2.6547 -2.8868 -1.8149  0.086
H 2.7525 -1.8812 -0.3639  0.065
H 1.8673 -1.2926 -1.7686  0.069
H 1.7332 -4.7874 -0.9210  0.110
H -0.2922 -5.9686 -0.1005  0.115
H -2.6056 -5.8599 0.6784  0.103
H -4.6032 -4.4950 1.2404  0.099
H -4.5155 -2.0505 1.0267  0.095

Values from the calculation:
**E_tot**: -3532.6752 Ha
**Relative energy (zero: lowest compared OMol25 entry of this formula, charge and spin)**: 0.204 eV
**Charge**: -1



[3]
Below is C41H38ClCuN4O2PS as an isolated structure, with properties calculated with ωB97M-V/def2-TZVPD.

Last column: Löwdin charge in e.
Geometry (Å):
Cu 0.4830 0.3340 -0.5974  0.139
Cl -1.9982 -1.4142 -1.7766  0.647
C -1.1523 -2.9725 -2.1515  -0.597
C -1.7316 -3.9153 -2.9638  -0.099
C -1.0994 -5.1691 -3.0983  -0.062
C 0.0451 -5.4605 -2.3492  -0.085
C 0.6211 -4.4633 -1.6406  -0.089
C 0.0575 -3.1749 -1.5648  -0.385
P 0.9464 -1.9016 -0.6041  1.027
C 2.5767 -1.9986 -1.3582  -0.345
C 3.6919 -2.5432 -0.6525  -0.065
C 4.9848 -2.2077 -1.0655  -0.089
C 5.2027 -1.5617 -2.2418  -0.072
C 4.0762 -1.1627 -3.0181  -0.063
C 2.7549 -1.3695 -2.6204  -0.078
C 0.9916 -2.5559 1.0557  -0.345
C 0.0348 -3.5910 1.4332  -0.051
C 0.2428 -4.2359 2.6712  -0.100
C 1.2320 -3.8098 3.5322  -0.106
C 2.1315 -2.7987 3.1506  -0.050
C 1.9171 -2.0814 1.9520  -0.093
H -2.6808 -3.6456 -3.5224  0.126
H -1.3356 -5.8800 -3.8887  0.106
H 0.5089 -6.4189 -2.4365  0.102
H 1.6058 -4.6345 -1.1838  0.122
H 3.5862 -3.3375 0.0443  0.098
H 5.8377 -2.4575 -0.4849  0.097
H 6.1944 -1.3703 -2.5929  0.095
H 4.1543 -0.8419 -4.0143  0.079
H 1.9222 -1.1925 -3.2588  0.083
H -0.8160 -3.9128 0.7925  0.111
H -0.3126 -5.1243 2.9806  0.103
H 1.4278 -4.4057 4.3978  0.091
H 2.9183 -2.5617 3.8876  0.111
H 2.5469 -1.2497 1.6493  0.087
C 4.7612 6.0271 -2.1621  -0.068
C 4.1327 5.1301 -1.1350  -0.275
C 2.8012 4.8762 -1.3539  -0.056
C 2.1283 3.9149 -0.5634  -0.025
C 2.8577 3.3160 0.4819  -0.279
C 4.0877 3.7879 0.8614  -0.079
C 4.7515 4.7298 0.1038  -0.005
S 2.3748 1.7337 1.1219  0.641
O 2.6531 1.8574 2.5367  -0.330
O 3.0077 0.6448 0.3301  -0.347
N 0.8007 1.3111 0.9713  -0.200
C -0.2685 1.7995 1.7229  -0.359
C -0.1277 2.6908 2.8625  0.002
C -1.3149 3.0347 3.4961  -0.086
C -2.5645 2.5150 3.0832  -0.092
C -2.5439 1.5741 2.0605  -0.161
N -1.4435 1.2891 1.3444  0.079
H 4.2265 6.9731 -2.3894  0.088
H 4.8497 5.4784 -3.1012  0.082
H 5.7440 6.3190 -1.7672  0.074
H 2.3227 5.4000 -2.2187  0.128
H 1.0705 3.7134 -0.7740  0.102
H 4.5865 3.4333 1.7382  0.113
H 5.7524 5.0715 0.3926  0.116
H 0.8237 2.9645 3.2095  0.070
H -1.2792 3.7048 4.3624  0.103
H -3.4901 2.8245 3.5989  0.098
H -3.4131 1.0669 1.6387  0.097
C -3.7922 -2.0418 1.6328  0.077
C -4.9230 -1.7208 2.3449  -0.325
C -6.1324 -1.9993 1.6833  -0.058
C -7.3413 -1.6154 2.2821  -0.077
C -7.3671 -1.1195 3.6229  -0.078
C -6.1333 -0.8281 4.2432  -0.114
C -4.9403 -1.2014 3.6977  -0.037
H -2.8215 -1.8002 1.9129  0.040
H -4.0003 -2.4083 0.6550  0.040
H -6.1193 -2.4768 0.7314  0.097
H -8.2572 -1.7858 1.6890  0.101
H -8.3071 -0.9912 4.1555  0.094
H -6.1844 -0.4894 5.2586  0.093
H -3.9933 -1.2067 4.2860  0.127
C -2.9013 3.5030 -3.1298  -0.019
N -1.6604 2.7359 -3.0423  -0.126
C -0.9562 2.1072 -4.0508  -0.066
C -0.0493 1.2840 -3.4515  -0.125
N -0.2371 1.3042 -2.0989  -0.040
C -1.2093 2.1702 -1.8591  -0.130
H -2.7423 4.1788 -4.0123  0.103
H -2.9868 4.0110 -2.1622  0.093
H -3.7988 2.8705 -3.3401  0.102
H -1.0732 2.3202 -5.1040  0.117
H 0.7301 0.6942 -3.9463  0.107
H -1.6562 2.4105 -0.9117  0.121

Values from the calculation:
**E_tot**: -4794.7673 Ha
**Relative energy (zero: lowest compared OMol25 entry of this formula, charge and spin)**: 1.831 eV
**2S+1**: 2
**⟨S²⟩**: 0.80



[4]
Below is C23H17N5O2OsS as an isolated structure, with properties calculated with ωB97M-V/def2-TZVPD.

Last column: Löwdin charge in e.
Geometry (Å):
Os 0.3190 -0.2636 0.2705  1.391
N 4.2003 1.2947 0.2132  0.245
C 4.7063 0.0546 -0.1403  -0.106
C 5.9867 -0.3765 -0.3378  0.088
C 6.1251 -1.7262 -0.6963  0.108
C 4.9882 -2.5894 -0.8787  0.034
C 3.7187 -2.1501 -0.6731  0.033
C 3.5546 -0.8062 -0.2441  -0.127
N 2.4446 -0.0920 0.0710  0.007
C 2.8774 1.1825 0.3151  -0.188
C 1.9332 2.1901 0.6971  -0.288
C 2.1304 3.4890 1.0678  -0.233
S 0.6754 4.1667 1.6160  1.242
C -0.1335 2.7032 1.3139  -0.379
N 0.6185 1.7489 0.8225  -0.155
H 4.7489 2.1375 0.3338  0.209
H 6.8475 0.2718 -0.2342  0.155
H 7.1179 -2.1271 -0.8641  0.154
H 5.1624 -3.6060 -1.2062  0.146
H 2.8734 -2.7883 -0.8817  0.115
H 3.0411 4.0707 1.0449  0.118
H -1.1804 2.5723 1.5460  0.099
O -6.7183 3.9252 -1.0791  0.317
C -5.5392 3.9394 -0.6089  -0.388
O -4.9669 4.9195 -0.1418  0.389
C -4.5536 2.8160 -0.4408  -0.077
C -4.7152 1.9056 0.6161  0.064
C -3.7886 0.8917 0.7575  0.030
C -2.6872 0.8257 -0.1054  -0.247
C -2.4916 1.7792 -1.1053  0.011
C -3.4151 2.7932 -1.2678  0.058
N -1.7637 -0.2709 0.0190  -0.079
C -2.2633 -1.4509 -0.1670  -0.004
C -1.4108 -2.6046 -0.0113  -0.240
C -1.8841 -3.8957 -0.1012  0.068
C -1.0157 -4.9510 0.1873  0.049
C 0.2723 -4.6518 0.5866  0.036
C 0.6846 -3.3223 0.6317  -0.081
N -0.1176 -2.3071 0.3067  -0.091
H -7.0395 3.0772 -1.4359  0.200
H -5.5559 1.9671 1.2968  0.159
H -3.9144 0.1603 1.5466  0.146
H -1.6448 1.7048 -1.7763  0.132
H -3.2843 3.5392 -2.0419  0.156
H -3.3144 -1.5872 -0.4100  0.169
H -2.9164 -4.0810 -0.3695  0.149
H -1.3559 -5.9767 0.1242  0.150
H 0.9641 -5.4346 0.8671  0.143
H 1.6800 -3.0668 0.9676  0.114

Values from the calculation:
**E_tot**: -1798.2216 Ha
**2S+1**: 5
**Charge**: +4
**⟨S²⟩**: 6.05



[5]
Below is a 2-piece molecular cluster, C3H12NO2S2 overall, with properties calculated with ωB97M-V/def2-TZVPD.

Last column: Löwdin charge in e.
Geometry (Å):
N -1.1655 -0.4463 0.5590  0.153
C -0.5552 0.9817 0.3514  -0.351
C -0.7605 1.5761 -0.9919  -0.175
O -0.8143 0.6819 -2.1488  -0.056
C 0.8414 1.0204 0.8808  -0.519
S 1.1477 0.0499 2.3831  0.456
S 2.2382 -1.5394 1.8063  0.352
H -2.0557 -0.4797 0.0575  0.155
H -1.5507 -0.7905 1.5655  0.220
H -0.4744 -1.2532 0.3927  0.121
H -1.2742 1.6386 1.0479  0.196
H -0.2697 2.4661 -1.2080  0.121
H -1.8281 1.8262 -0.8292  0.134
H -0.1113 0.1151 -2.4845  0.083
H 1.6677 0.7940 0.1135  0.123
H 1.1621 1.9763 1.3135  0.078
H 3.4309 -1.0147 2.0907  -0.173
H 0.9392 -2.5213 -1.4161  0.100
H -0.5143 -2.7974 -2.1109  0.102
O -0.0532 -2.2837 -1.3724  -0.120

Values from the calculation:
**E_tot**: -1122.8067 Ha
**Relative energy (zero: lowest compared OMol25 entry of this formula, charge and spin)**: 2.015 eV
**Charge**: +1